54
Properties=species:S:1:pos:R:3:forces:R:3:nbo_charge:R:1 method="wB97M-V/def2-TZVPD" max_force_ev_per_a=1.10 smiles=CC[C@@H](I)N(CCC(F)(F)C(F)(F)C(F)(F)C(F)(F)S(F)(F)(F)(F)F)C[C@@H](COC(F)(F)F)OCO homo_lumo_gap_ha=0.352 charge=0
I -1.23974 -1.21310 4.23293 -0.1 -0.1 0.2 -0.0638
S 4.10873 -1.25503 -1.34553 0.3 -0.1 0.4 2.3809
F -2.88342 -3.41882 -2.03616 -0.2 0.7 0.1 -0.3058
F 3.27490 1.28210 -2.92201 0.2 0.3 0.5 -0.2945
F 4.15275 2.79471 -1.59132 -0.3 -0.5 0.1 -0.2928
F 5.61323 -1.62414 -0.99749 -0.2 0.0 0.0 -0.4509
F 3.71503 -1.50607 0.16717 0.0 -0.2 -0.1 -0.4518
F -4.49581 -1.98227 -2.38691 0.3 -0.1 0.1 -0.3287
F 3.80259 -2.76736 -1.65545 0.1 0.0 0.0 -0.4385
F 1.75576 3.14179 -1.25440 0.0 -0.4 0.0 -0.3114
F 4.64714 0.75839 0.31902 0.1 0.1 -1.0 -0.2892
F 5.68037 0.82954 -1.60883 -0.8 -0.2 0.4 -0.3001
F 2.60243 -0.90863 -1.66887 -0.1 -0.2 -0.1 -0.4629
F 2.23657 0.41771 0.86481 -0.1 0.1 0.1 -0.3291
F 2.91391 2.49095 1.15319 -0.1 -0.1 0.0 -0.3235
F -2.43983 -1.31986 -2.41856 -0.1 -0.2 0.0 -0.3340
F 1.15793 1.05436 -1.53829 0.3 0.4 0.2 -0.3026
F 4.49918 -1.04704 -2.85671 0.0 0.0 -0.2 -0.4488
O -3.91403 2.99499 -2.18152 -0.5 0.1 -0.1 -0.6971
O -3.33819 -1.97457 -0.47057 0.0 -0.2 -0.3 -0.5183
O -3.45001 1.62361 -0.42115 0.1 0.1 0.2 -0.5465
N -0.91163 0.20338 1.53598 0.4 -0.2 1.0 -0.4626
C -0.82501 -1.11789 2.06348 0.1 0.4 -0.9 -0.0440
C -3.53566 1.71644 -1.82662 -0.1 0.2 -0.1 0.2382
C -3.29358 -2.16375 -1.80071 0.0 -0.3 0.0 1.1669
C -0.00078 1.18753 2.13873 -0.6 0.3 -0.5 -0.2265
C -3.87696 -0.72228 -0.02601 0.2 0.3 0.1 -0.1027
C 1.96341 1.71116 0.56998 -0.5 0.1 -0.2 0.6549
C -2.28406 0.67300 1.42414 -0.2 -0.1 -0.5 -0.2463
C 3.48913 1.60865 -1.62424 0.0 0.4 -0.2 0.5764
C 0.46955 -1.82871 1.75944 0.0 -0.8 0.4 -0.4481
C -2.84487 0.41469 0.01640 -0.1 0.3 0.2 0.0512
C 0.36679 -3.35095 1.99095 0.1 0.3 -0.2 -0.6145
C 4.48641 0.58034 -1.00380 1.1 -0.1 0.0 0.4625
C 0.57359 2.11509 1.06201 0.3 -0.1 0.5 -0.4739
C 2.08932 1.85037 -0.95843 -0.4 0.5 -0.2 0.5843
H -0.63509 -3.65123 2.27625 -0.2 -0.1 0.1 0.2107
H 0.70245 -1.65599 0.71512 0.0 0.3 -0.2 0.2253
H 0.62955 -3.88399 1.08420 0.0 -0.1 -0.2 0.2146
H -2.90997 0.19195 2.17437 -0.1 0.0 0.3 0.2017
H -2.36479 1.74050 1.59624 0.2 0.2 0.0 0.2273
H -4.73810 -0.41529 -0.60809 -0.1 -0.1 -0.3 0.2074
H 1.28104 -1.45566 2.37122 0.2 0.3 -0.1 0.2139
H 1.05786 -3.67154 2.75891 0.0 -0.1 0.3 0.2170
H -3.26606 3.62177 -1.85993 0.3 0.1 0.1 0.4725
H -1.63235 -1.69334 1.62484 -0.2 -0.1 0.1 0.2090
H -1.98504 0.20734 -0.61639 0.0 -0.3 -0.2 0.2008
H 0.66411 3.11260 1.47467 0.2 0.2 0.0 0.2412
H -0.13066 2.18320 0.24381 -0.1 -0.1 -0.3 0.2371
H -2.57289 1.45710 -2.27421 0.2 -0.2 0.0 0.1325
H -0.57368 1.81880 2.81430 -0.1 0.0 0.3 0.2032
H 0.75446 0.70773 2.74435 0.2 -0.2 0.0 0.2284
H -4.31394 1.05566 -2.20053 -0.1 -0.2 -0.2 0.1475
H -4.23210 -0.91798 0.97623 -0.1 -0.2 0.2 0.2034